C14H16CsIO2 as an isolated structure, computed with ωB97M-V with the def2-TZVPD basis set.

Geometry (Å):
Cs1 -0.41 -0.43 -0.29
C1 -1.90 0.77 3.10
O1 -2.31 0.35 1.81
C2 -3.28 1.20 1.20
C3 -2.68 2.43 0.56
O2 -1.86 2.17 -0.57
C4 -2.58 1.97 -1.77
H1 -2.75 0.85 3.77
H2 -1.37 1.73 3.06
H3 -1.22 0.01 3.48
H4 -4.02 1.51 1.95
H5 -3.80 0.59 0.47
H6 -2.06 2.97 1.27
H7 -3.50 3.11 0.27
H8 -3.23 2.82 -1.98
H9 -3.18 1.06 -1.76
H10 -1.85 1.89 -2.58
I1 3.05 -0.48 0.30
C5 3.67 -2.05 -0.90
C6 4.98 -2.41 -0.86
C7 5.43 -3.47 -1.69
C8 4.55 -4.11 -2.52
C9 3.18 -3.73 -2.55
C10 2.27 -4.40 -3.41
C11 0.95 -4.03 -3.42
C12 0.51 -2.99 -2.56
C13 1.31 -2.28 -1.71
C14 2.69 -2.68 -1.73
H11 5.68 -1.90 -0.21
H12 6.47 -3.77 -1.67
H13 4.88 -4.92 -3.16
H14 2.63 -5.19 -4.05
H15 0.26 -4.54 -4.08
H16 -0.57 -2.78 -2.63

Calculated values
* charge: 0
* max |F|: 0.016 Eh/bohr
* HOMO-LUMO gap: 6.045 eV
* ΔE to the lowest compared entry with this formula, charge and spin: 0.141 eV

Mulliken atomic charge list, values in e, 4 entries:
1 Cs 1.18
2 C -0.78
3 O -0.27
4 C -0.50